Entry 1:
A molecular structure, C2H5NO at a distorted geometry, computed with the ωB97M-V functional and the def2-TZVPD basis.

```
9
Properties=species:S:1:pos:R:3:forces:R:3
C -1.11108 -0.78740 0.36778 -0.822 -5.912 -2.421
C 0.44160 0.70614 -0.74563 -1.689 -1.274 1.871
N -0.21039 -0.63240 -0.57161 -0.642 -1.479 0.990
O 0.26142 -1.58293 -1.28170 -0.383 0.860 0.270
H -1.68480 -2.04022 0.35893 2.058 4.531 0.233
H -1.51762 0.03693 0.83157 -0.732 1.515 1.107
H -0.32477 1.29971 -1.25806 0.951 0.185 -0.337
H 0.51992 1.01861 0.32767 0.621 0.396 -1.272
H 1.32559 0.32416 -1.22190 0.640 1.178 -0.440
```
Forces are in eV/Å.

Results
LUMO energy (spin up / spin down) (hartree): 0.0326 / 0.0326
Energy (eV): -5688.7127
Orbital gap (spin up / spin down) (eV): 9.722 / 9.721
HOMO (spin up / spin down) (eV): -8.84 / -8.83

***

Entry 2:
A single C2H5NO molecule at a distorted geometry, computed with the ωB97M-V functional and the def2-TZVPD basis.

```
9
Properties=species:S:1:pos:R:3:forces:R:3
C -1.14914 -0.05053 0.20745 0.204 -0.606 0.972
C 0.17276 0.17748 -0.12458 -0.477 -0.602 0.463
N 1.28850 -0.41055 0.34208 -0.067 -0.027 -0.178
O 0.29415 1.07704 -1.10648 -1.508 0.047 0.021
H -1.47070 -0.97205 0.65264 0.178 -0.278 0.456
H -1.71775 0.81371 0.52983 -0.145 0.167 -0.600
H 2.16998 -0.32768 -0.13632 -0.145 -0.052 -0.074
H 1.22979 -0.98421 1.16626 0.023 0.153 -0.145
H -0.74168 0.94768 -1.23636 1.937 1.199 -0.913
```
Forces are in eV/Å.

Results
LUMO energy (hartree): 0.0324
Energy (eV): -5691.0268
Orbital gap (eV): 8.778
HOMO (eV): -7.90

***

Entry 3:
A single C2H5NO molecule, computed with the ωB97M-V functional and the def2-TZVPD basis.

```
9
Properties=species:S:1:pos:R:3:forces:R:3
C -1.13268 0.03040 0.04379 -0.003 -0.020 0.040
C 0.32199 0.46736 0.01459 -0.015 0.256 -0.031
N 1.29285 -0.49830 -0.22372 0.253 0.260 0.048
O 0.61869 1.64422 0.07314 -0.134 -0.319 -0.143
H -1.61421 0.40260 0.95222 0.136 -0.062 -0.102
H -1.29754 -1.04508 -0.05637 0.179 0.133 0.069
H -1.61993 0.53286 -0.79995 0.103 -0.109 0.146
H 2.20608 -0.07279 -0.31146 -0.011 0.091 0.082
H 1.34403 -1.31670 0.36071 -0.510 -0.229 -0.109
```
Forces are in eV/Å.

Results
LUMO energy (hartree): 0.0344
Energy (eV): -5693.0565
Orbital gap (eV): 10.817
HOMO (eV): -9.88

***

Entry 4:
2 unconnected molecules or ions with the total composition C2H5NO at a distorted geometry, computed with the ωB97M-V functional and the def2-TZVPD basis.

```
9
Properties=species:S:1:pos:R:3:forces:R:3
C 0.40779 0.48488 -1.44450 0.062 -0.318 -0.412
N 1.36681 -0.15298 -0.93076 -0.145 0.447 0.837
H -0.59930 0.34435 -1.05392 -0.053 -0.101 -0.172
H 0.53429 1.11324 -2.32740 -0.155 0.372 0.188
H 2.24830 0.18793 -1.29879 0.238 -0.382 -0.433
C -0.97381 -0.46275 1.77820 -0.391 -1.358 -0.870
O -1.72167 -0.32115 2.70041 0.286 0.796 0.427
H -1.13521 -1.35486 1.13194 0.255 0.131 -0.118
H -0.12720 0.16133 1.44482 -0.097 0.411 0.553
```
Forces are in eV/Å.

Results
LUMO energy (hartree): 0.0317
Energy (eV): -5690.7193
Orbital gap (eV): 10.832
HOMO (eV): -9.97

***

Entry 5:
A single C2H5NO molecule, computed with the ωB97M-V functional and the def2-TZVPD basis.

```
9
Properties=species:S:1:pos:R:3:forces:R:3
C -1.07327 0.01480 0.04963 -0.178 0.102 0.014
C 0.34336 0.57348 0.03328 -0.110 0.012 0.005
N 1.26761 -0.41828 -0.08377 0.087 -0.041 -0.011
O 0.60020 1.75954 0.11629 -0.046 -0.509 -0.036
H -1.55653 0.31438 0.98072 -0.019 0.080 -0.120
H -1.12707 -1.07822 -0.02533 0.109 0.263 0.017
H -1.62586 0.43880 -0.79036 -0.007 0.063 0.134
H 2.26140 -0.25324 -0.12328 -0.202 0.154 0.020
H 0.91016 -1.35126 -0.15719 0.365 -0.124 -0.022
```
Forces are in eV/Å.

Results
LUMO energy (hartree): 0.0326
Energy (eV): -5693.1693
Orbital gap (eV): 10.740
HOMO (eV): -9.85

***

Entry 6:
2 unconnected molecules or ions with the total composition C2H5NO at a distorted geometry, computed with the ωB97M-V functional and the def2-TZVPD basis.

```
9
Properties=species:S:1:pos:R:3:forces:R:3
C -2.46367 -1.18937 -0.36980 1.522 -1.073 1.291
N -1.32968 -0.63342 -0.17599 -1.044 1.243 0.704
H -3.36931 -0.66352 -0.65092 -0.264 -0.066 0.078
H -2.47427 -2.28843 -0.06039 -0.389 1.264 -1.179
H -1.42661 0.42175 -0.13406 0.188 -1.352 -0.880
C 2.78113 1.02500 0.32568 0.885 1.293 -2.331
O 3.22100 0.98766 -0.82535 -1.370 -0.843 2.588
H 2.02705 0.52588 0.90687 -0.867 -2.033 -0.908
H 3.03436 1.81447 0.98395 1.340 1.567 0.638
```
Forces are in eV/Å.

Results
LUMO energy (hartree): 0.0264
Energy (eV): -5690.0892
Orbital gap (eV): 10.824
HOMO (eV): -10.10

***

Entry 7:
A single C2H5NO molecule, computed with the ωB97M-V functional and the def2-TZVPD basis.

```
9
Properties=species:S:1:pos:R:3:forces:R:3
C -1.38835 0.18571 0.65261 0.396 0.399 0.091
N -0.15369 -0.06473 -0.56318 -0.275 -0.142 -0.043
C 1.20283 -0.29564 -0.15549 0.067 -0.349 0.447
O 1.50914 -1.22236 0.53730 -0.164 0.446 -0.483
H -0.76696 -0.05921 1.53308 -0.171 0.050 -0.108
H -1.44309 1.28639 0.62803 0.128 -0.025 0.083
H -0.65201 -0.91176 -0.79985 0.312 -0.260 -0.337
H -0.23280 0.62891 -1.30460 -0.098 -0.162 0.201
H 1.92493 0.45270 -0.52788 -0.194 0.044 0.149
```
Forces are in eV/Å.

Results
LUMO energy (hartree): 0.0124
Energy (eV): -5688.7932
Orbital gap (eV): 8.017
HOMO (eV): -7.68

***

Entry 8:
A gas-phase ion, C2H5NO (charge +1) at a distorted geometry, computed with the ωB97M-V functional and the def2-TZVPD basis.

```
9
Properties=species:S:1:pos:R:3:forces:R:3
C -0.78809 -0.11710 -1.11041 -3.009 -0.489 -0.967
N -0.46282 0.09371 0.18969 2.083 -0.765 0.783
C 0.87989 0.20384 0.72459 0.356 -1.302 0.083
O -0.29030 -0.70579 -2.02920 1.276 0.461 0.438
H -1.87873 0.16558 -1.22076 0.490 0.246 -0.116
H -1.19672 -0.15023 0.84283 -0.529 0.572 0.173
H 1.31628 1.19621 0.70697 -0.127 0.362 -0.162
H 0.88773 -0.19788 1.73761 -0.314 0.451 0.156
H 1.53276 -0.48835 0.15868 -0.226 0.464 -0.387
```
Forces are in eV/Å.

Results
<S²>: 0.778
LUMO energy (spin up / spin down) (hartree): -0.1813 / -0.3679
Energy (eV): -5682.1715
Orbital gap (spin up / spin down) (eV): 12.748 / 6.959
Charge: +1
Spin multiplicity: 2
HOMO (spin up / spin down) (eV): -17.68 / -16.97

***

Entry 9:
A single C2H5NO2 molecule at a distorted geometry, computed with the ωB97M-V functional and the def2-TZVPD basis.

```
10
Properties=species:S:1:pos:R:3:forces:R:3
C 0.48545 -1.00027 -0.00007 0.695 4.340 -0.390
C -1.26830 0.53831 0.00987 0.736 -0.115 -4.250
N 2.67336 0.21683 -0.14624 0.023 0.533 -0.016
O 1.34316 0.10459 -0.04679 -3.075 -1.712 0.141
O -0.86680 -0.84295 0.14549 1.531 0.281 0.267
H 0.93591 -1.89558 0.16190 0.805 -2.681 0.464
H -2.29845 0.60947 -0.46582 1.069 -0.349 1.466
H -0.58731 0.88271 -0.86953 -1.233 0.206 1.642
H -1.03158 1.09386 0.88798 -0.302 0.425 0.606
H 3.12311 -0.67888 0.00011 -0.250 -0.928 0.069
```
Forces are in eV/Å.

Results
LUMO energy (spin up / spin down) (hartree): 0.0144 / 0.0271
Energy (eV): -7734.3188
Orbital gap (spin up / spin down) (eV): 7.894 / 9.415
HOMO (spin up / spin down) (eV): -7.50 / -8.68

***

Entry 10:
A single C2H5NO2 molecule at a distorted geometry, computed with the ωB97M-V functional and the def2-TZVPD basis.

```
10
Properties=species:S:1:pos:R:3:forces:R:3
N -1.24829 0.11511 -0.07277 1.248 -5.447 -4.103
C -0.05701 -0.77093 0.03898 -4.060 -2.071 -0.239
C 1.08482 0.08648 -0.06506 5.682 -1.950 -0.358
O 2.22393 -0.42183 -0.07547 -2.367 1.635 -0.285
O 0.92601 1.39562 -0.06512 0.442 1.375 0.456
H -1.40435 0.61714 0.68758 -1.657 3.169 3.112
H -1.38687 0.24703 -1.08234 -0.660 1.068 1.545
H 0.07691 -1.31042 1.01972 -0.623 0.633 -0.725
H -0.30547 -1.67599 -0.71548 1.580 2.263 1.373
H 0.09032 1.71779 0.32997 0.415 -0.674 -0.776
```
Forces are in eV/Å.

Results
LUMO energy (hartree): 0.0165
Energy (eV): -7738.7421
Orbital gap (eV): 9.992
HOMO (eV): -9.54